Entry 1:
4 unconnected molecules or ions with the total composition C16H30F9NO9P2 at a distorted geometry, computed with ωB97M-V/def2-TZVPD.

Results
spin multiplicity	1
highest occupied orbital energy	-8.00	eV
gap between HOMO and LUMO	8.28	eV

Cartesian coordinates (Å):
N  -1.320720  4.464288  -2.023252
P  -0.134079  4.825750  -3.111097
P  1.720552  5.125691  -1.969494
C  3.281762  5.161411  -0.849877
O  2.861014  4.765363  0.504953
C  3.547001  3.550604  0.971495
O  2.593533  2.734312  1.794443
C  2.428242  3.319548  3.134293
C  0.926419  3.991374  3.345336
O  -0.071419  3.041508  3.877728
H  -1.686252  3.487465  -2.235493
H  -0.521377  6.006066  -3.879148
H  0.039147  3.661198  -3.961550
H  2.011596  3.718892  -2.217130
H  0.907587  5.633053  -0.894130
H  2.256280  6.073951  -2.911958
H  4.088752  4.470001  -1.340406
H  3.641859  6.274773  -0.814469
H  4.498579  3.774111  1.641612
H  3.907647  2.830310  0.112635
H  2.495897  2.424177  3.915067
H  3.264995  4.122453  3.405693
H  0.587932  4.461821  2.312122
H  0.980433  4.884826  4.116295
H  -0.097270  2.198130  3.336942
C  0.949012  -0.199410  0.293997
C  2.363729  -0.618324  0.652776
O  2.354454  -1.819996  1.437821
C  2.159060  -2.990045  0.746589
O  1.998013  -3.044590  -0.467838
C  2.216885  -4.189261  1.690269
F  1.463862  -4.013039  2.813693
F  3.485639  -4.445853  2.119996
F  1.771522  -5.340123  1.113595
H  0.337127  -0.101128  1.196055
H  0.951099  0.754102  -0.241728
H  0.461827  -0.948529  -0.338882
H  2.828200  0.161177  1.267599
H  2.989538  -0.742078  -0.238428
C  -2.824100  -5.129293  -3.997872
C  -1.466034  -4.805001  -4.594636
O  -1.197485  -3.397356  -4.512084
C  -0.794742  -2.931526  -3.284976
O  -0.661765  -3.644544  -2.296205
C  -0.500172  -1.434416  -3.347312
F  -1.485532  -0.728690  -3.972767
F  0.650787  -1.163776  -4.027232
F  -0.355004  -0.870541  -2.115909
H  -3.605882  -4.529039  -4.473567
H  -3.060521  -6.189479  -4.125546
H  -2.853249  -4.896704  -2.928238
H  -1.464813  -5.068453  -5.658569
H  -0.664557  -5.381331  -4.118532
C  -1.478490  -2.462132  2.090886
C  -2.625900  -1.828280  1.324521
O  -3.885417  -2.163020  1.926158
C  -4.220283  -1.457787  3.055539
O  -3.511575  -0.587769  3.550055
C  -5.597082  -1.878522  3.564856
F  -5.745162  -3.232926  3.626823
F  -6.603532  -1.422727  2.765135
F  -5.865442  -1.411486  4.815953
H  -1.623859  -3.543594  2.175034
H  -0.524819  -2.267766  1.591964
H  -1.418822  -2.070401  3.111695
H  -2.644012  -2.226174  0.303386
H  -2.510615  -0.741252  1.245314

Atoms 1-2, force components in eV/Å:
N 1.08 -1.10 -1.56
P -3.66 -1.26 0.93

These are the Löwdin partial charges, in e, on atoms 1 to 8:
1 N -0.424
2 P 0.442
3 P 0.569
4 C -0.431
5 O -0.234
6 C -0.194
7 O -0.201
8 C -0.171

Entry 2:
A molecular structure, C19H54N8O9 at a distorted geometry, computed with ωB97M-V/def2-TZVPD.

Results
spin multiplicity	1
highest occupied orbital energy	-7.25	eV
gap between HOMO and LUMO	7.40	eV

Cartesian coordinates (Å):
C  -1.662521  -1.389110  -3.101646
O  -2.454111  -1.946060  -2.328046
N  -0.949521  -1.941050  -4.037416
N  -1.520681  -0.113440  -3.145976
H  -0.503021  -1.340400  -4.715616
H  -1.075951  -2.933990  -4.172326
H  -2.265431  0.531350  -2.923036
H  -0.716301  0.161170  -3.691566
C  0.310439  2.909100  -2.656566
O  0.817169  1.835150  -2.914316
N  0.491109  3.982890  -3.423606
N  -0.621391  3.115740  -1.775626
H  1.082229  3.805400  -4.223086
H  -0.208721  4.708720  -3.483066
H  -1.106031  4.000870  -1.817666
H  -0.938571  2.372990  -1.169146
C  -0.518991  0.774310  -0.668626
O  -0.518901  1.899920  -0.174876
N  -1.050311  -0.259860  -0.092076
N  -0.114221  0.407520  -1.815816
H  -1.135721  -1.118670  -0.616726
H  -1.216531  -0.094890  0.890404
H  -0.338661  -0.521900  -2.141266
H  0.262509  1.217490  -2.287106
C  1.876209  -1.506450  -3.592476
C  1.744229  -0.280890  -4.531156
O  0.540469  0.364270  -4.067966
H  1.789329  -1.234740  -2.540466
H  2.856259  -1.976750  -3.672586
H  1.067349  -2.225160  -3.724066
H  1.661309  -0.528770  -5.589346
H  2.624869  0.360450  -4.495806
H  0.744619  0.876730  -3.282276
C  -0.782821  0.493310  3.296644
C  -1.207161  0.836420  1.898084
O  -1.089701  2.176460  1.666644
H  -0.320501  -0.490960  3.371194
H  -1.633561  0.437270  3.975764
H  -0.032011  1.085160  3.820204
H  -2.261681  0.583580  1.787844
H  -0.651931  0.206610  1.202984
H  -0.774691  2.267880  0.764424
C  0.349859  -4.140630  -2.632756
O  0.596719  -3.687590  -1.244996
C  -0.607791  -3.392960  -0.565966
C  -0.277881  -2.984830  0.970414
N  -1.116061  -1.892370  1.446594
C  -2.557601  -2.226800  1.480594
C  -3.457061  -1.074760  2.064844
O  -3.366241  -0.847380  3.447664
C  -4.253321  0.078030  3.952854
H  -0.358511  -3.521220  -3.182886
H  -0.098501  -5.134140  -2.635386
H  1.237339  -4.177360  -3.264516
H  -1.367931  -4.162660  -0.699596
H  -0.979041  -2.483470  -1.038296
H  0.758379  -2.647600  0.947234
H  -0.350441  -3.878260  1.590604
H  -0.795681  -1.624430  2.366194
H  -2.758511  -3.063410  2.149784
H  -2.984231  -2.467230  0.506784
H  -4.459911  -1.451290  1.863304
H  -3.326291  -0.091200  1.613594
H  -4.672911  -0.105320  4.942014
H  -5.161141  0.235010  3.370344
H  -3.790531  1.048140  4.133974
C  2.998129  0.172230  5.610334
O  3.082649  -0.273650  4.238514
C  1.902499  -0.077440  3.603794
C  1.937489  -0.597060  2.113024
N  2.256799  0.380330  1.081064
C  1.209389  1.380340  0.812844
C  1.676949  2.564770  -0.078766
O  2.662649  3.192830  0.593814
C  3.222169  4.326620  -0.138316
H  4.017479  0.086210  5.986664
H  2.301329  -0.512200  6.094184
H  2.682199  1.210180  5.714974
H  1.456629  0.908310  3.736444
H  1.180509  -0.764390  4.045304
H  1.086219  -1.261750  1.965974
H  2.747759  -1.325600  2.141404
H  3.086519  0.916190  1.292034
H  0.785239  1.690460  1.767844
H  0.316979  0.940880  0.367224
H  0.749799  3.049710  -0.384246
H  2.092979  2.366060  -1.066466
H  2.441469  4.992860  -0.505396
H  3.845519  3.992360  -0.967656
H  3.859529  4.827800  0.590164

Atoms 1-2, force components in eV/Å:
C -4.95 -0.33 0.59
O 0.08 -0.95 -0.10

These are the Löwdin partial charges, in e, on atoms 1 to 8:
1 C -0.745
2 O 0.019
3 N 0.158
4 N 0.119
5 H 0.126
6 H 0.118
7 H 0.167
8 H 0.002

Q: Which formula does entry 1 have?
A: C16H30F9NO9P2

Q: Which value of gap between HOMO and LUMO does entry 1 give?
A: 8.28 eV